No. 1
{"formula": "C17H22AsN2O8ReS", "method": "ωB97M-V with the def2-TZVPD basis set", "symbols": ["Re", "C", "C", "O", "N", "C", "C", "C", "C", "C", "C", "N", "H", "H", "H", "H", "H", "H", "H", "H", "H", "H", "O", "As", "O", "O", "C", "C", "C", "C", "C", "C", "S", "O", "O", "O", "H", "H", "H", "H", "H", "C", "C", "C", "O", "H", "H", "H", "H", "H", "H", "H"], "xyz": [[-0.323, -0.526, 0.447], [2.848, 0.716, 3.020], [1.416, 0.357, 2.808], [1.120, -0.554, 1.997], [0.488, 0.974, 3.531], [-0.930, 0.626, 3.500], [-1.688, 1.430, 2.475], [-2.478, 2.505, 2.830], [-3.102, 3.248, 1.839], [-2.908, 2.902, 0.514], [-2.112, 1.813, 0.222], [-1.528, 1.085, 1.188], [3.394, 0.529, 2.100], [3.258, 0.081, 3.807], [2.961, 1.757, 3.317], [0.786, 1.733, 4.124], [-1.345, 0.800, 4.490], [-1.010, -0.441, 3.292], [-2.602, 2.753, 3.875], [-3.724, 4.094, 2.102], [-3.354, 3.462, -0.295], [-1.902, 1.533, -0.806], [2.231, 2.860, -1.351], [1.153, 1.525, -1.686], [-0.203, 2.092, -2.380], [0.877, 0.934, -0.058], [2.458, 0.295, -2.396], [3.641, 0.835, -2.882], [4.668, -0.004, -3.301], [4.533, -1.378, -3.226], [3.355, -1.937, -2.751], [2.331, -1.100, -2.340], [0.822, -1.843, -1.843], [-0.180, -0.770, -2.014], [0.631, -3.066, -2.538], [0.879, -2.024, -0.321], [1.728, 3.668, -1.526], [3.763, 1.907, -2.925], [5.581, 0.427, -3.690], [5.339, -2.022, -3.553], [3.218, -3.010, -2.724], [-4.138, -1.811, -0.632], [-2.692, -2.204, -0.814], [-2.415, -3.663, -0.536], [-1.908, -1.398, 0.117], [-4.748, -2.322, -1.378], [-4.272, -0.736, -0.762], [-4.495, -2.093, 0.359], [-2.344, -1.934, -1.812], [-2.653, -3.902, 0.502], [-1.377, -3.925, -0.734], [-3.047, -4.276, -1.181]], "mulliken_spin": [2.640, 0.004, 0.017, 0.019, -0.016, 0.093, -0.050, -0.008, 0.010, -0.005, -0.001, 0.016, 0.000, 0.001, 0.000, 0.001, 0.003, -0.012, 0.000, 0.000, 0.001, 0.016, -0.003, 0.008, 0.001, 0.087, 0.006, -0.003, 0.001, 0.000, 0.001, 0.018, -0.020, 0.060, 0.013, 0.008, 0.000, 0.000, 0.000, 0.000, 0.000, 0.010, 0.022, 0.001, 0.060, 0.001, -0.002, -0.001, 0.001, 0.002, 0.000, 0.000], "spin_multiplicity": 4, "charge": 1, "total_energy_ha": -4084.5115, "gap_ev": [8.22, 8.73], "relative_energy_kj_mol": 63.8, "fmax_ev_per_a": 0.66, "s_squared": 3.763}

No. 2
{"formula": "C9H10NOP", "method": "ωB97M-V with the def2-TZVPD basis set", "symbols": ["C", "C", "C", "C", "C", "C", "C", "C", "C", "N", "O", "P", "H", "H", "H", "H", "H", "H", "H", "H", "H", "H"], "xyz": [[-2.775, 0.884, 0.927], [-2.452, 1.594, -0.219], [-1.924, -0.175, 1.210], [-1.449, 1.331, -1.121], [-0.820, -0.570, 0.466], [-0.501, 0.206, -0.730], [0.239, -1.590, 0.581], [2.588, -0.879, -0.252], [1.159, -1.172, -0.671], [0.591, -0.104, -1.354], [2.572, 0.142, 0.701], [2.425, 1.793, 0.414], [-3.661, 1.218, 1.461], [-3.169, 2.393, -0.355], [-2.168, -0.764, 2.154], [-1.294, 2.032, -2.005], [0.970, -1.316, 1.377], [-0.197, -2.629, 0.635], [3.130, -1.710, 0.194], [3.241, -0.467, -1.038], [1.146, -2.047, -1.399], [2.350, 1.831, -0.975]], "mulliken_spin": [0.266, -0.115, -0.123, 0.288, 0.271, -0.051, -0.031, 0.029, -0.009, 0.414, 0.089, 0.896, 0.011, -0.001, -0.003, -0.002, 0.024, 0.013, -0.005, -0.004, 0.041, -0.002], "spin_multiplicity": 3, "total_energy_ha": -820.1786, "gap_ev": [8.47, 8.11], "relative_energy_kj_mol": 0.0, "fmax_ev_per_a": 4.14, "s_squared": 2.056}

- Which formula does entry 1 have?
  C17H22AsN2O8ReS